Record 1
The following is a DFT calculation (ωB97M-V with the def2-TZVPD basis set) of a structure of composition C30H46Cl2CuMgO29S2 at a distorted geometry.

Geometry as ORCA input:
```
! RIJCOSX wB97M-V def2-TZVPD def2/J DEFGRID3
* xyz 1 3
Mg 6.7930 26.2003 -5.9016
Cu 2.8728 23.5864 -7.9031
S 4.9527 24.9491 -6.8282
O 6.2763 25.1028 -7.3079
O 5.0798 25.8301 -5.7086
O 3.9356 25.3492 -7.7231
O 4.5738 23.5340 -6.5410
S 8.2223 28.1275 -6.5241
O 8.6066 26.7767 -6.0892
O 6.7721 27.8995 -6.6220
O 8.5927 29.2685 -5.7501
O 8.8101 28.5735 -7.7820
C 2.0324 22.8109 -2.1268
C 3.5577 22.7373 -2.2416
C 4.1694 23.8278 -2.9530
O 5.1994 24.1780 -2.0954
C 5.1967 23.5191 -0.9682
O 5.9783 23.5690 0.0085
O 4.1505 22.7492 -0.9369
H 1.6315 22.8048 -3.1404
H 1.9392 23.8318 -1.7565
H 1.7391 21.9736 -1.4936
H 3.8292 21.8229 -2.7692
H 3.5890 24.7455 -3.0492
H 4.5829 23.5225 -3.9142
C 8.5200 22.7625 -9.4394
C 8.6937 22.9406 -7.9678
C 7.9153 22.0010 -7.1806
O 8.8705 21.4626 -6.3519
C 10.0696 21.9340 -6.5048
O 11.1047 21.6542 -5.8516
O 10.0390 22.6968 -7.5908
H 8.9719 23.5551 -10.0357
H 7.4609 22.7715 -9.6967
H 8.7814 21.7427 -9.7221
H 8.3339 23.8895 -7.5702
H 7.5195 21.1675 -7.7609
H 7.1281 22.4983 -6.6140
C 5.4377 27.2458 0.5794
C 6.5648 27.5116 -0.4673
C 7.6535 26.4618 -0.4434
O 7.7409 26.1860 -1.8456
C 6.8662 26.8814 -2.5905
O 6.6888 26.8478 -3.8381
O 6.0097 27.3853 -1.7241
H 5.6889 27.2596 1.6399
H 5.0575 26.2507 0.3481
H 4.6908 28.0022 0.3383
H 7.0975 28.4513 -0.3219
H 7.4414 25.5083 0.0403
H 8.6242 26.8613 -0.1496
C 3.5384 25.9177 -13.5063
C 3.0114 26.6846 -12.2852
C 1.5007 26.8955 -12.2979
O 1.1289 26.1698 -11.0799
C 2.2436 25.7575 -10.4135
O 2.1442 25.0743 -9.3892
O 3.2532 25.9164 -11.0472
H 4.6194 25.7802 -13.4811
H 3.2448 26.3756 -14.4509
H 3.1820 24.8901 -13.4343
H 3.4187 27.6952 -12.3177
H 0.9526 26.4391 -13.1221
H 1.1778 27.9307 -12.1872
C 3.5242 28.8842 -7.3000
C 4.2749 30.2038 -7.1039
C 5.5430 30.4375 -7.9431
O 5.2601 31.5963 -8.7274
C 4.0593 32.0016 -8.4626
O 3.5623 33.1061 -8.6860
O 3.4326 31.0744 -7.7906
H 3.6514 28.6785 -8.3629
H 2.4889 28.7393 -6.9915
H 4.0518 28.0790 -6.7888
H 4.3107 30.4199 -6.0362
H 5.7374 29.5627 -8.5636
H 6.3870 30.7618 -7.3343
C 2.1356 27.2522 -2.4579
C 1.2947 26.2151 -3.2422
C -0.0365 26.6645 -3.8708
O -0.0408 25.7870 -4.9888
C 1.1665 25.3582 -5.2803
O 1.4725 24.7664 -6.2965
O 2.0437 25.7954 -4.3739
H 2.4959 27.9878 -3.1771
H 2.9726 26.6535 -2.0985
H 1.5152 27.7151 -1.6906
H 1.1846 25.4181 -2.5067
H -0.0847 27.7345 -4.0726
H -0.7630 26.4222 -3.0952
C 9.7956 23.0689 -1.1141
C 9.5057 22.6056 -2.5336
C 8.3221 21.7084 -2.7545
O 7.5040 22.5468 -3.5603
C 8.1371 23.6542 -3.9851
O 7.7313 24.4174 -4.8796
O 9.3093 23.7207 -3.3222
H 10.8677 23.2646 -1.1339
H 9.7061 22.2203 -0.4359
H 9.1324 23.8602 -0.7645
H 10.3491 22.0476 -2.9401
H 7.7327 21.5211 -1.8570
H 8.4592 20.8103 -3.3567
Cl 5.7503 28.3669 -10.9520
C 6.3976 26.9670 -9.9772
C 6.6808 25.7970 -10.9837
Cl 7.2982 26.4373 -12.5904
H 5.5987 26.6392 -9.3120
H 7.2895 27.3569 -9.4868
H 5.8252 25.1613 -11.2116
H 7.5578 25.3560 -10.5097
*
```

Summary:
E: -6909.82188 hartree

=====

Record 2
The following is a DFT calculation (ωB97M-V with the def2-TZVPD basis set) of a cluster of 3 separate species, C4H16N2O2S in total at a distorted geometry.

Geometry as ORCA input:
```
! RIJCOSX wB97M-V def2-TZVPD def2/J DEFGRID3
* xyz 0 1
N 1.8535 0.5899 1.4833
C 0.4772 0.3824 0.9938
C -0.5755 1.1381 1.8285
S -1.1665 0.5033 3.3400
C 0.3206 0.7372 -0.5246
N 0.8594 -0.1823 -1.4654
C 1.1936 0.1026 -2.8661
H 1.9270 0.3693 2.4671
H 2.1833 1.5487 1.3795
H 0.3348 -0.7287 1.0005
H -0.1511 2.1689 1.9796
H -1.4166 1.4609 1.1962
H -2.1789 -0.1997 2.9040
H 0.6560 1.7795 -0.5494
H -0.7813 0.8512 -0.6010
H 1.6950 -0.5545 -1.0309
H 0.4701 0.7840 -3.3677
H 1.2479 -0.8874 -3.3533
H 2.1279 0.6802 -2.8918
H -0.5161 -1.3958 -1.6212
H -2.0499 -1.9857 -1.8928
O -1.2988 -1.9333 -1.2960
H -1.0633 -1.9505 0.7798
H -2.4418 -1.8044 0.7820
O -1.7069 -1.4740 1.3257
*
```

Summary:
E: -820.12912 hartree
SMILES string: CNC[C@@H](N)CS.O.O
relative energy (zero: lowest compared OMol25 entry of this formula, charge and spin): 27.40 kcal/mol

=====

Record 3
The following is a DFT calculation (ωB97M-V with the def2-TZVPD basis set) of a structure of composition C17H45N3O9PSn4 at a distorted geometry.

Geometry as ORCA input:
```
! RIJCOSX wB97M-V def2-TZVPD def2/J DEFGRID3
* xyz 5 1
Sn -15.4351 -7.0878 -15.5497
Sn -14.5829 -4.8835 -18.1436
Sn -12.2159 -8.2114 -17.3158
Sn -17.3193 -6.9122 -18.5473
P -14.6892 -7.5876 -18.1156
O -15.9930 -8.0553 -17.3243
O -13.7773 -6.7327 -17.1216
O -15.1894 -6.5880 -19.2917
O -13.8581 -8.7556 -18.6623
C -13.5501 -8.1276 -21.7415
C -12.5364 -8.4594 -20.7404
C -11.1677 -8.0469 -21.1115
O -12.7080 -7.7840 -19.5485
H -14.5646 -8.2346 -21.3575
H -13.3874 -8.7821 -22.5978
H -13.4601 -7.1201 -22.1477
H -12.5593 -9.5484 -20.7003
H -10.4684 -7.9880 -20.2775
H -11.0530 -7.1295 -21.6888
H -10.8983 -8.8740 -21.7683
H -13.5898 -8.0014 -19.2377
C -12.9299 -4.9402 -13.8733
O -13.8758 -6.0069 -13.6007
C -13.4450 -6.9469 -12.6188
C -14.5128 -8.1515 -12.4277
N -15.2466 -8.7026 -13.6476
C -16.3585 -9.5705 -13.1945
C -16.8289 -10.3954 -14.3701
O -16.9870 -9.4770 -15.4637
C -16.9412 -10.2259 -16.6925
H -13.1626 -4.4764 -14.8318
H -11.9748 -5.4400 -14.0344
H -12.8768 -4.2144 -13.0618
H -13.4224 -6.3516 -11.7060
H -12.4495 -7.2847 -12.9069
H -15.1633 -7.8506 -11.6064
H -13.9631 -8.9819 -11.9846
H -14.5752 -9.2936 -14.1167
H -17.1726 -8.9995 -12.7481
H -15.9110 -10.3848 -12.6246
H -17.6243 -11.0752 -14.0645
H -16.1628 -11.2272 -14.5993
H -17.2750 -9.6316 -17.5431
H -17.7265 -10.9804 -16.7388
H -15.9792 -10.7086 -16.8645
C -17.4859 -8.5326 -21.6524
C -16.1071 -7.9978 -21.2624
C -15.8343 -6.4643 -21.3561
O -16.5254 -5.7581 -20.4233
C -16.7564 -4.3930 -20.7143
N -15.7682 -8.5322 -19.9107
H -17.8105 -8.0631 -22.5810
H -18.3385 -8.4071 -20.9850
H -17.5143 -9.6108 -21.8097
H -15.4238 -8.5146 -21.9363
H -15.9917 -6.0211 -22.3394
H -14.7934 -6.2631 -21.1032
H -17.6693 -3.9626 -20.3028
H -16.7929 -4.2005 -21.7866
H -15.9230 -3.8336 -20.2894
H -15.0803 -9.2675 -19.8320
H -15.1350 -7.8827 -19.4666
C -15.0710 -12.1644 -16.8322
C -14.3846 -11.1322 -17.6284
C -15.3191 -10.6847 -18.8760
O -15.7722 -11.8815 -19.4519
C -16.1637 -11.6916 -20.8285
N -14.1153 -9.9374 -16.9143
H -15.1333 -13.0880 -17.4078
H -16.0557 -11.8212 -16.5151
H -14.6203 -12.4595 -15.8846
H -13.4654 -11.4637 -18.1113
H -14.7715 -9.9326 -19.4441
H -16.1040 -10.0854 -18.4146
H -15.4058 -11.4455 -21.5722
H -16.8752 -10.8664 -20.8613
H -16.6952 -12.6006 -21.1102
H -13.7284 -9.2473 -17.5421
H -14.9470 -9.4493 -16.6141
*
```

Summary:
E: -2711.50990 hartree

=====

Record 4
The following is a DFT calculation (ωB97M-V with the def2-TZVPD basis set) of the molecule C3H5NOS at a distorted geometry.

Geometry as ORCA input:
```
! RIJCOSX wB97M-V def2-TZVPD def2/J DEFGRID3
* xyz 0 1
C 0.8095 -1.2103 0.1402
C 0.0287 0.2460 -0.6329
C -1.1621 0.8077 0.0197
N 1.7698 -0.7948 0.8753
O 0.2397 -2.2638 -0.0868
S -2.3406 -0.4315 0.5631
H 0.9774 0.8969 -0.4662
H -0.0607 -0.1488 -1.6228
H -0.9540 1.3982 0.9708
H -1.6854 1.5192 -0.5496
H 2.3778 -0.0187 0.7893
*
```

Summary:
E: -645.28457 hartree
relative energy (zero: lowest compared OMol25 entry of this formula, charge and spin): 142.51 kcal/mol

=====

- What is the formula in the fourth record?
  C3H5NOS

=====

- Which of these has the highest E?
  C3H5NOS